1.
64
Properties=species:S:1:pos:R:3:forces:R:3:lowdin_charge:R:1 method="wB97M-V/def2-TZVPD" mol_weight_g_mol=543.5 charge=-1 homo_ev=-5.01 energy_ev=-61632.4265 lumo_ev=1.28 gap_ev=6.29
C 4.48472 1.10701 0.50308 -0.1 0.5 0.0 -0.0999
C 3.32716 1.75862 -0.28644 0.5 -0.8 0.1 -0.2570
C 2.34295 0.75674 -0.88944 -0.2 0.6 -0.4 -0.1983
C 1.60443 -0.04623 0.16884 0.7 0.5 -0.8 -0.0929
C 0.69635 -1.11712 -0.38358 -0.3 -0.3 0.6 -0.3076
C 1.49354 -2.42438 -0.71759 0.9 -0.6 -0.7 -0.6811
O 1.62723 -3.25507 0.20156 -0.1 0.3 0.7 -0.0198
O 1.93491 -2.47766 -1.88185 -0.1 0.4 0.6 -0.0051
O -0.09690 -0.81071 -1.59906 -0.6 -0.5 0.2 -0.1184
S -1.25923 -1.91747 -1.60504 -1.5 -0.1 -0.5 0.6541
O -2.55288 -1.34326 -1.83559 0.3 0.8 0.2 -0.2587
O -0.98633 -3.00879 -2.46987 0.8 -0.3 0.5 -0.2131
O -1.22775 -2.35226 -0.02444 0.5 0.1 -0.7 -0.1148
C -0.46071 -1.28889 0.59036 -0.3 0.1 -1.1 -0.3027
O -1.27080 -0.15000 0.46409 0.3 0.0 1.2 -0.1134
C -2.27627 -0.07044 1.46987 0.2 0.5 -0.4 -0.1103
C -3.46421 0.76049 0.93821 0.5 0.2 0.4 -0.3660
C -3.13008 1.55252 -0.31577 -0.8 0.1 0.1 -0.0353
O -3.87692 1.66505 1.98042 -0.3 -0.3 0.0 -0.0635
H 4.27893 0.09046 0.82468 0.0 -0.1 -0.1 0.0610
H 4.68529 1.69317 1.39984 0.1 0.0 0.1 0.0601
H 5.39784 1.11024 -0.08868 0.1 -0.2 0.0 0.0611
H 2.79159 2.44190 0.36985 -0.1 0.2 -0.1 0.0951
H 3.77537 2.31874 -1.10606 -0.2 0.3 0.0 0.0942
H 2.82428 0.11768 -1.63003 0.1 -0.3 0.2 0.1253
H 1.62422 1.36951 -1.44880 0.2 -0.8 0.2 0.0789
H 2.33774 -0.57890 0.77438 -0.1 -0.2 0.1 0.1227
H 1.10491 0.65310 0.84194 -0.3 0.0 -0.1 0.1335
H -0.15808 -1.47829 1.61250 -0.2 -0.6 0.0 0.1458
H -1.86894 0.47236 2.32590 0.0 -0.1 0.2 0.1317
H -2.58678 -1.06748 1.77909 -0.1 -0.1 0.0 0.1312
H -4.30139 0.08556 0.78259 -0.2 0.1 -0.2 0.1399
H -3.83742 2.38545 -0.35312 -0.1 0.0 -0.1 0.0821
H -3.31759 0.94535 -1.19443 0.5 -0.1 -0.2 0.0718
H -2.13283 1.98066 -0.29882 0.1 -0.2 -0.1 0.0668
H -3.37526 2.47397 1.85462 0.1 0.1 0.1 0.0771
C -0.26464 -6.71428 3.85160 0.0 0.0 0.0 -0.0792
C 0.65756 -5.96118 3.14049 -0.1 -0.1 0.1 -0.0522
C 0.68291 -4.58174 3.27307 0.3 0.2 -0.2 0.0183
C -0.22314 -3.98066 4.12754 0.0 -0.3 0.0 -0.1402
C -1.15505 -4.71538 4.84050 -0.2 0.0 0.2 -0.0150
C -1.17335 -6.09122 4.69854 0.1 0.0 -0.1 -0.0813
N -0.19790 -2.52041 4.30068 -0.1 0.0 0.1 -0.3446
O 0.61247 -1.88576 3.66159 0.1 0.1 0.0 0.0721
O -0.99097 -2.03176 5.08393 0.0 0.0 0.0 0.0651
H -0.27708 -7.79160 3.74636 0.0 0.0 0.0 0.1014
H 1.36189 -6.44471 2.47873 0.0 0.1 -0.1 0.1131
H 1.40190 -4.00043 2.70752 -0.2 0.1 -0.1 0.1132
H -1.85728 -4.22643 5.49863 0.0 0.1 0.0 0.1137
H -1.89448 -6.67944 5.24981 0.0 0.0 0.0 0.1006
C -0.16888 5.37778 -5.85222 0.0 0.0 0.0 -0.0792
C 0.96983 4.69049 -5.45470 -0.1 0.1 0.0 -0.0669
C 1.05536 4.17085 -4.17337 0.2 -0.1 -0.1 0.0053
C -0.00844 4.34679 -3.30976 0.0 0.0 -0.2 -0.1352
C -1.14742 5.03259 -3.68494 -0.2 0.1 0.0 -0.0026
C -1.22427 5.55160 -4.96697 0.1 0.0 -0.1 -0.0711
N 0.07052 3.77579 -1.95678 0.0 -0.1 0.0 -0.3138
O 1.09274 3.19613 -1.65442 -0.2 0.7 0.0 0.0657
O -0.89109 3.91482 -1.22854 0.0 0.1 0.0 0.0822
H -0.23500 5.77746 -6.85571 0.0 0.0 0.0 0.1030
H 1.79119 4.55550 -6.14459 0.0 0.0 0.0 0.1064
H 1.93822 3.63405 -3.85938 -0.1 -0.1 0.1 0.1235
H -1.96664 5.16110 -2.99370 0.1 -0.1 0.1 0.1190
H -2.11010 6.08844 -5.27714 0.0 0.0 0.0 0.1046


2.
56
Properties=species:S:1:pos:R:3:forces:R:3:lowdin_charge:R:1 method="wB97M-V/def2-TZVPD" mol_weight_g_mol=554.6 relative_energy_kj_mol=169.7 charge=+3 homo_ev="-17.90 / -17.85" energy_ev=-37101.1851 lumo_ev="-10.00 / -9.95" gap_ev="7.90 / 7.89"
Ir 0.18721 -0.50921 0.58911 0.6 1.2 0.1 1.6208
C -4.28468 0.41975 -0.92921 0.0 0.0 0.0 0.0298
N -3.25136 1.46160 -0.85787 0.1 0.1 0.1 -0.0984
C -3.63672 2.77927 -1.38334 0.0 0.0 0.0 0.0240
C -2.07853 1.21811 -0.33969 0.2 0.2 0.1 -0.3648
O -1.77105 0.08067 0.12239 -0.3 -0.8 0.4 -0.1077
C -1.01466 2.30456 -0.27256 -0.2 0.1 0.1 -0.0447
O 0.15304 1.75817 0.35057 -0.3 -0.4 -0.1 -0.2132
C 0.56416 2.36398 1.58682 0.2 0.1 0.2 -0.0400
C 0.30028 1.42413 2.75631 0.0 -0.2 -0.2 -0.3401
O 0.09030 0.19093 2.48890 0.0 0.2 -0.2 -0.1212
N 0.31353 1.85193 3.98494 0.0 0.2 -0.1 -0.0955
C 0.63820 3.23784 4.35833 0.0 -0.1 0.0 0.0291
C 0.04263 0.95559 5.11823 0.0 0.0 0.0 0.0361
H -5.01247 0.57790 -0.13444 0.0 0.0 0.0 0.1188
H -3.83154 -0.55945 -0.82624 0.0 0.0 0.0 0.0928
H -4.78027 0.49996 -1.89406 0.0 0.0 0.0 0.1123
H -4.68344 2.94627 -1.14067 0.0 0.0 0.0 0.1161
H -3.51177 2.80338 -2.46497 0.0 0.0 0.0 0.1179
H -3.05821 3.57626 -0.92545 0.0 0.0 0.0 0.0936
H -1.38935 3.14962 0.30561 0.0 0.0 0.0 0.1438
H -0.74470 2.66477 -1.26590 0.0 -0.1 0.0 0.1625
H 0.04937 3.31316 1.72009 0.0 0.0 0.0 0.1406
H 1.63614 2.55635 1.51155 0.0 0.0 0.0 0.1681
H 1.05626 3.78974 3.52312 0.0 0.0 0.0 0.0926
H 1.38830 3.20326 5.14599 0.0 0.0 0.0 0.1186
H -0.25514 3.73609 4.73119 0.0 0.0 0.0 0.1189
H -0.38306 0.02422 4.76456 0.0 0.0 0.0 0.0949
H -0.66317 1.45980 5.77547 0.0 0.0 0.0 0.1149
H 0.97202 0.77211 5.65484 0.0 0.0 0.0 0.1179
C 1.65419 -4.20785 2.32487 0.0 0.0 0.0 0.0520
C 0.68107 -3.26869 1.70185 -0.2 0.0 0.1 -0.4672
N -0.58420 -3.60942 1.58203 0.1 -0.1 0.0 0.2419
O 1.10989 -2.13520 1.32256 -0.3 0.0 -0.3 -0.1230
H 1.47190 -5.23229 2.00348 0.0 0.0 0.0 0.1102
H 1.52847 -4.16649 3.40904 0.0 0.0 0.0 0.1203
H 2.66733 -3.90655 2.07805 0.0 0.0 0.0 0.1062
H -0.90620 -4.50999 1.90554 0.0 0.0 0.0 0.1521
H -1.26889 -2.97017 1.20597 0.0 0.0 0.0 0.1234
O 2.07937 -0.32459 -0.62227 0.0 -0.3 0.3 0.0216
C 1.52402 -1.05308 -1.47203 0.2 0.1 0.3 -0.5616
O 0.31919 -1.41439 -1.24272 0.0 0.0 -0.7 -0.1094
C 2.28420 -1.52795 -2.68744 -0.1 -0.1 0.0 -0.1307
N 1.36071 -2.32466 -3.59179 0.0 0.0 0.0 0.1254
C 1.29679 -1.60902 -4.94442 0.0 -0.1 0.1 -0.0604
C 1.70719 -0.18946 -4.60320 0.0 0.0 -0.1 -0.1297
C 2.81516 -0.39279 -3.57271 0.0 0.0 0.1 -0.0867
H 3.07372 -2.18646 -2.32443 0.0 0.0 0.0 0.1831
H 0.43137 -2.37824 -3.16482 0.0 0.0 0.0 0.1667
H 1.68874 -3.28443 -3.70224 0.0 0.0 0.0 0.1937
H 0.30180 -1.74289 -5.35908 0.0 0.0 0.0 0.1424
H 2.02475 -2.09883 -5.58823 0.0 0.0 0.0 0.1473
H 0.86429 0.36814 -4.18813 0.0 0.0 0.0 0.1254
H 2.05237 0.34111 -5.48782 0.0 0.0 0.0 0.1407
H 3.04542 0.48795 -2.97749 0.0 0.0 0.0 0.1357
H 3.73603 -0.71448 -4.05821 0.0 0.0 0.0 0.1421


3.
98
Properties=species:S:1:pos:R:3:forces:R:3:lowdin_charge:R:1 method="wB97M-V/def2-TZVPD" mol_weight_g_mol=867.6 relative_energy_kj_mol=25.4 charge=-1 homo_ev=-3.81 energy_ev=-159083.1732 lumo_ev=1.85 gap_ev=5.66
Rb 0.13410 0.33421 -0.62936 -0.8 -0.1 -0.4 0.8174
C 1.14828 -2.05173 -2.28202 0.0 -0.1 -0.1 -0.1236
C -0.24924 -2.29766 -2.27874 0.1 -0.1 0.0 -0.2101
C -0.84589 -1.28646 -3.09694 0.0 0.1 0.0 -0.2147
C 0.21967 -0.48417 -3.58833 -0.1 0.0 -0.1 -0.1281
C 1.44321 -0.94961 -3.09276 0.2 0.0 -0.1 -0.3050
C 2.81906 -0.35817 -3.35800 0.0 0.0 0.0 -0.5518
C 3.86258 -1.47192 -3.48363 0.0 0.0 0.0 -0.0563
C 3.24551 0.57976 -2.21622 -0.1 0.0 -0.1 -0.0503
C 2.81402 0.45124 -4.65837 0.0 0.0 0.1 -0.0627
C -2.29944 -0.94758 -3.44136 0.0 0.1 0.1 -0.5245
C -3.12035 -0.65200 -2.17498 0.1 0.0 0.0 -0.0483
C -2.99067 -2.02262 -4.29348 -0.1 0.0 0.0 -0.0520
C -2.37616 0.34225 -4.27587 0.1 0.0 0.0 -0.0782
C -0.77998 -3.45858 -1.42231 0.0 0.0 0.0 -0.5249
C -2.12761 -4.03175 -1.85341 0.0 0.0 0.0 -0.0634
C 0.19428 -4.64830 -1.48017 0.0 0.1 0.0 -0.0647
C -0.88001 -3.02361 0.05105 0.0 0.0 -0.1 -0.0595
H 1.88410 -2.64384 -1.75696 0.0 0.0 0.0 0.0926
H 0.11041 0.33524 -4.28299 0.0 0.0 0.0 0.0809
H 3.92431 -2.05338 -2.56494 0.0 0.0 0.1 0.0733
H 4.85311 -1.05417 -3.68130 0.1 0.0 0.0 0.0764
H 3.60179 -2.15454 -4.29254 0.0 0.0 -0.1 0.0855
H 3.33363 0.03706 -1.27282 0.0 0.0 0.0 0.0808
H 2.51569 1.38086 -2.07511 0.0 0.0 0.0 0.0687
H 4.21088 1.05031 -2.42333 0.1 0.0 0.0 0.0879
H 2.49709 -0.16311 -5.50100 0.0 -0.1 0.0 0.0860
H 3.81112 0.84675 -4.86654 0.1 0.0 0.0 0.0769
H 2.13098 1.29820 -4.58858 -0.1 0.1 0.0 0.0658
H -3.07370 -1.45999 -1.44947 0.0 0.0 0.0 0.0426
H -4.17035 -0.46973 -2.41909 -0.1 0.0 0.0 0.0863
H -2.73529 0.24639 -1.68330 0.0 0.0 0.0 0.0600
H -3.29511 -2.88845 -3.71905 0.0 -0.1 0.0 0.0435
H -2.32054 -2.36109 -5.08363 0.0 0.0 0.0 0.0905
H -3.88901 -1.60971 -4.75915 -0.1 0.0 0.0 0.0728
H -1.90396 1.17612 -3.75806 0.0 0.1 0.0 0.0643
H -3.42353 0.59975 -4.45307 0.0 0.0 0.0 0.0790
H -1.89016 0.21927 -5.24334 0.0 0.0 -0.1 0.0850
H -2.08475 -4.37931 -2.88356 0.0 0.0 -0.1 0.0840
H -2.94030 -3.31925 -1.77002 -0.1 0.0 0.0 0.0518
H -2.37795 -4.88641 -1.21868 0.0 0.0 0.0 0.0792
H 0.36163 -4.96006 -2.51037 0.0 0.0 -0.1 0.0903
H -0.21717 -5.49192 -0.92047 0.0 -0.1 0.0 0.0758
H 1.15857 -4.40452 -1.04509 0.1 0.0 0.0 0.0674
H -1.53055 -2.15485 0.16412 -0.1 0.0 0.0 0.0439
H 0.10906 -2.75371 0.42247 0.1 0.0 0.0 0.0500
H -1.27835 -3.82188 0.68393 0.0 -0.1 0.0 0.0836
O -1.50170 7.06407 -2.00148 0.0 -0.1 0.0 0.0679
C -1.26179 5.73037 -1.89299 0.0 0.0 -0.1 -0.3067
C -0.49709 5.02589 -2.82065 -0.1 0.0 0.1 0.0057
C -0.31323 3.67163 -2.61599 0.1 0.1 0.0 -0.1142
N -0.82910 3.01041 -1.58453 -0.1 -0.1 0.0 -0.0091
C -1.55054 3.70155 -0.73064 0.0 0.1 0.1 -0.7177
Br -2.28265 2.69234 0.70455 0.0 0.1 -0.1 0.7932
C -1.81297 5.05906 -0.81212 0.1 -0.1 -0.1 -0.0339
H -1.04615 7.40744 -2.77770 0.0 0.0 0.0 0.1073
H -0.05199 5.51760 -3.67470 0.0 0.0 0.0 0.1135
H 0.27718 3.08092 -3.30501 0.0 0.0 -0.1 0.1149
H -2.40913 5.57488 -0.07765 0.0 0.0 0.0 0.1131
Cl 6.96703 0.50583 2.66761 0.0 0.0 0.0 0.6014
C 5.39820 0.94511 2.03287 0.0 -0.1 0.0 -0.6953
C 4.35163 0.04302 2.09888 0.1 0.1 0.0 -0.1537
C 3.12350 0.41743 1.59919 -0.1 -0.1 0.0 -0.5613
Cl 1.82013 -0.76430 1.64477 0.4 -0.1 0.3 0.6689
C 2.82321 1.68426 1.00855 0.2 0.0 0.1 -0.5968
O 1.69289 2.00213 0.56267 0.1 0.4 0.2 -0.2902
C 3.97397 2.53431 0.96768 -0.1 0.1 0.0 -0.5877
Cl 3.76574 4.10118 0.23906 0.0 0.0 0.0 0.6587
C 5.21245 2.19224 1.45842 0.0 0.0 0.0 -0.1582
H 4.49067 -0.93933 2.52683 0.0 0.0 0.0 0.1001
H 6.03016 2.89633 1.39472 0.0 0.0 0.0 0.0975
C -0.87778 1.56970 7.55745 0.0 0.0 0.1 -0.0736
C -0.13953 0.35620 7.01964 0.0 -0.1 0.1 -0.2077
N -0.57088 -0.00341 5.67333 0.0 0.0 0.1 -0.0537
C 0.41860 0.14724 4.61342 0.1 -0.2 -0.2 -0.2314
C 0.72604 1.59823 4.28124 0.1 0.0 0.0 -0.0479
C -1.74883 -0.66395 5.57192 0.0 0.0 0.0 -0.4122
O -2.40199 -0.97830 6.56099 0.0 0.0 0.1 0.0487
C -2.30516 -0.97690 4.21453 -0.1 -0.1 0.0 -0.1014
C -3.06191 -2.13407 4.05440 0.0 0.2 0.0 0.0030
C -3.66827 -2.37083 2.83407 0.0 0.0 0.0 -0.0438
C -3.51036 -1.43471 1.82059 0.0 -0.1 0.1 -0.1459
N -2.80500 -0.31906 1.96567 -0.1 0.0 -0.2 0.0658
C -2.21949 -0.10737 3.13499 0.0 0.1 0.1 -0.1020
H -0.53066 1.80240 8.56362 0.0 0.0 0.1 0.0714
H -1.94579 1.36881 7.60550 0.0 0.0 0.0 0.0702
H -0.71359 2.44181 6.92619 0.0 0.0 0.0 0.0680
H -0.29837 -0.50096 7.68107 0.0 0.1 -0.1 0.1197
H 0.93424 0.54984 6.96851 -0.1 0.0 0.0 0.1165
H 0.08010 -0.39001 3.72804 0.1 0.1 0.2 0.0645
H 1.33187 -0.36324 4.94066 0.0 0.1 0.0 0.1248
H -0.14793 2.11077 3.88074 -0.1 0.0 0.0 0.0717
H 1.51459 1.65517 3.53113 0.0 0.0 0.0 0.0649
H 1.05787 2.14478 5.16529 0.0 0.0 0.0 0.0720
H -3.17803 -2.81137 4.88945 0.0 0.0 0.0 0.1204
H -4.25699 -3.26078 2.66224 0.0 0.0 0.0 0.1044
H -3.96202 -1.59112 0.84995 -0.1 0.0 -0.1 0.1038
H -1.67419 0.82341 3.21985 0.0 0.1 0.0 0.0883


4.
82
Properties=species:S:1:pos:R:3:forces:R:3:lowdin_charge:R:1 method="wB97M-V/def2-TZVPD" mol_weight_g_mol=431.7 relative_energy_kj_mol=143.5 charge=0 homo_ev=-8.51 smiles=CC1(C)CCCC(C)(C)N1O.COC[C@H](C)N.COC[C@H](C)N.CO.CO.CO energy_ev=-38349.3777 lumo_ev=0.37 gap_ev=8.88
C 0.90542 -8.93832 1.63418 -0.9 -0.6 0.6 -0.1847
O 1.99764 -9.42910 0.89743 0.0 0.2 -0.4 -0.1128
H 0.02636 -9.57040 1.50840 0.2 -0.4 -0.4 0.0746
H 1.12118 -9.03692 2.69806 0.0 0.6 0.2 0.0749
H 0.54577 -7.95453 1.33268 0.4 0.3 0.2 0.0754
H 2.64845 -8.72361 0.91534 0.2 -0.1 -0.1 0.0726
C -5.45482 -3.23463 -6.00807 -0.1 0.6 -0.6 -0.1528
O -5.67271 -1.83237 -6.17270 -0.1 0.3 0.6 -0.1394
H -5.08484 -3.57439 -6.97543 0.2 -0.7 0.3 0.0759
H -4.72252 -3.36450 -5.21122 0.0 0.0 -0.2 0.0774
H -6.36459 -3.76723 -5.73101 -0.1 0.0 0.0 0.0715
H -6.13949 -1.66734 -6.99519 0.0 -0.2 0.0 0.0670
C -0.24592 -3.13808 -0.99142 0.4 0.8 -0.1 -0.1784
O -1.60254 -3.20532 -1.32417 -0.9 -0.6 0.1 -0.1255
H 0.08890 -3.97654 -0.38069 -0.4 -0.2 -0.2 0.0771
H 0.32983 -3.09291 -1.91585 0.5 -0.1 0.1 0.0738
H -0.08421 -2.22964 -0.41117 0.4 0.1 0.1 0.0742
H -1.85585 -2.35826 -1.69821 0.0 0.1 -0.1 0.0659
C -0.86746 0.89756 -5.85039 0.7 0.6 -1.5 -0.0917
C -0.59618 0.66218 -4.41153 -1.4 1.2 0.3 -0.4093
C 0.27950 1.77067 -3.72636 -0.4 -1.2 -1.0 -0.2148
O -0.30049 3.04458 -3.64970 -1.0 -0.2 1.1 -0.1944
C 0.21598 3.82346 -2.56180 0.1 -0.2 -1.1 -0.0834
N -1.95040 0.54584 -3.78130 0.7 -0.7 0.8 0.0337
H -0.02656 0.56443 -6.45868 0.2 0.4 -0.3 0.0785
H -1.05544 1.96518 -5.96420 0.1 0.1 -0.4 0.0854
H -1.74185 0.38970 -6.25735 0.0 -0.2 0.3 0.0726
H -0.00950 -0.24937 -4.29760 -0.3 -0.2 0.4 0.1244
H 1.18657 1.95470 -4.30208 0.5 -0.8 0.0 0.1274
H 0.47795 1.22674 -2.80286 0.3 1.0 0.8 0.1157
H -0.40712 4.71574 -2.50105 0.0 -0.2 0.2 0.0887
H 1.23160 4.11895 -2.82502 0.2 0.2 0.2 0.0827
H 0.25273 3.25078 -1.63509 -0.3 0.1 0.1 0.0848
H -2.42946 1.42428 -3.64365 0.5 0.5 0.1 0.0650
H -2.54233 0.07647 -4.45168 0.0 -0.3 0.1 0.0482
C -4.35948 0.16207 1.40062 -0.4 -0.2 1.0 -0.0565
C -5.62478 -0.72954 1.29643 0.1 0.1 -0.1 -0.4340
C -6.41999 -0.54182 -0.01311 1.1 1.6 0.3 -0.1640
O -6.66702 0.90551 -0.09619 -0.2 -1.3 0.1 -0.1871
C -7.42247 1.28254 -1.20820 -0.9 0.0 -0.6 -0.1443
N -5.25353 -2.11459 1.55121 0.3 0.1 -0.3 0.0285
H -4.64456 1.15900 1.73672 0.1 0.2 -0.7 0.0722
H -3.66634 0.15993 0.55940 -0.5 0.2 -0.4 0.0752
H -3.73993 -0.18339 2.22821 -0.2 -0.4 0.2 0.0685
H -6.30495 -0.47442 2.10907 0.0 0.4 0.1 0.1318
H -7.29022 -1.19709 -0.05081 -0.6 0.4 0.3 0.1169
H -5.81918 -0.85521 -0.86688 0.3 0.1 -0.2 0.1172
H -7.02493 0.88193 -2.14070 0.2 0.0 -0.1 0.0837
H -7.57144 2.35702 -1.31501 0.9 0.2 0.4 0.0837
H -8.46817 0.97895 -1.15864 -0.2 -0.7 0.3 0.0784
H -6.02482 -2.73808 1.36029 -0.1 -0.2 -0.1 0.0646
H -4.49801 -2.33571 0.91844 0.1 -0.5 -0.1 0.0653
C 5.15880 3.61163 1.70635 -1.1 -1.1 -0.2 -0.0210
C 5.69460 2.71907 2.87997 1.2 1.3 -0.2 -0.4824
C 5.41726 3.53284 4.15253 -0.4 -0.1 1.1 -0.1554
C 3.98498 3.43356 4.64592 0.7 0.8 -0.5 -0.2052
C 3.69285 2.00098 4.78782 -1.7 -1.9 -0.4 -0.1543
C 3.82181 1.14641 3.47367 0.3 -1.2 0.2 -0.4603
N 5.18057 1.33459 2.92715 -0.5 0.9 1.4 -0.1028
O 5.35783 0.66394 1.69536 -0.3 0.5 -0.3 -0.0187
C 3.69189 -0.39016 3.83329 -0.9 1.1 -0.1 -0.0400
C 2.63774 1.42762 2.51058 0.7 0.0 -0.3 -0.0326
C 7.23639 2.60080 2.84137 -0.3 -0.2 -1.4 -0.0397
H 5.42547 4.66590 1.63195 1.1 -0.3 0.1 0.0839
H 5.24098 3.06249 0.76839 0.4 0.3 -0.2 0.0793
H 4.08422 3.75831 1.81530 -0.3 -0.5 0.2 0.0571
H 6.05413 3.16076 4.95507 0.0 -0.3 0.1 0.1146
H 5.71438 4.57924 4.08273 0.1 0.0 -0.7 0.1223
H 3.83207 3.95815 5.58906 0.2 0.0 0.1 0.1190
H 3.26623 3.87078 3.95285 0.1 0.2 -0.2 0.1041
H 2.62608 1.94693 5.00503 -0.2 -0.4 0.3 0.1187
H 4.19038 1.53571 5.63875 0.4 -0.1 -0.2 0.1249
H 4.46596 -0.79890 4.48279 0.0 0.3 0.0 0.0814
H 3.54833 -1.03907 2.96934 0.5 0.2 -0.4 0.0737
H 2.69777 -0.45066 4.27622 0.1 -0.2 0.7 0.0724
H 2.91190 1.18348 1.48426 0.3 0.1 0.0 0.0784
H 2.32983 2.47317 2.52155 -0.2 -0.1 0.1 0.0677
H 1.82137 0.73997 2.73140 -0.2 0.4 0.3 0.0761
H 7.49455 1.89740 2.04973 0.1 0.2 -0.3 0.0713
H 7.61865 3.58601 2.57427 0.4 -0.1 0.2 0.0836
H 7.72570 2.17351 3.71664 -0.5 0.4 0.4 0.0818
H 5.72313 -0.18973 1.93913 0.2 0.0 0.1 0.1022